Molecular formula: C30H90O15S15
Method: DFT, ωB97M-V with the def2-TZVPD basis set

Each line ends with the Löwdin charge.
CARTESIAN COORDINATES (ANGSTROEM)
C  10.83  -16.35  -5.37  -0.249
S  12.02  -15.00  -5.52  0.791
O  12.92  -15.34  -6.65  -0.554
C  10.98  -13.69  -6.15  -0.262
H  11.36  -17.15  -4.86  0.048
H  10.54  -16.71  -6.36  0.041
H  10.03  -15.97  -4.73  0.054
H  10.20  -13.32  -5.48  0.071
H  10.43  -14.21  -6.94  0.012
H  11.62  -12.89  -6.49  0.001
C  10.09  -6.00  -11.39  -0.253
S  8.93  -7.33  -11.10  0.833
O  9.35  -7.75  -9.72  -0.582
C  7.41  -6.32  -11.12  -0.216
H  11.03  -6.47  -11.67  0.027
H  10.14  -5.35  -10.52  0.043
H  9.86  -5.39  -12.27  0.078
H  7.61  -5.25  -11.07  0.054
H  6.85  -6.63  -10.24  0.030
H  6.92  -6.58  -12.05  0.045
C  14.70  -12.26  -9.49  -0.264
S  15.69  -13.71  -9.12  0.798
O  15.56  -14.69  -10.24  -0.554
C  17.31  -12.95  -9.24  -0.258
H  15.05  -11.82  -10.44  0.068
H  14.95  -11.49  -8.75  0.013
H  13.64  -12.46  -9.54  0.025
H  18.13  -13.60  -8.97  0.052
H  17.27  -11.99  -8.72  0.041
H  17.50  -12.61  -10.27  0.063
C  10.22  -9.09  -17.68  -0.262
S  11.21  -9.17  -16.17  0.796
O  11.59  -7.77  -15.84  -0.557
C  9.88  -9.62  -15.05  -0.278
H  10.67  -8.36  -18.36  0.053
H  9.20  -8.74  -17.55  0.057
H  10.29  -10.07  -18.14  0.046
H  9.24  -10.43  -15.42  0.052
H  9.31  -8.73  -14.81  0.047
H  10.41  -10.06  -14.20  0.027
C  11.93  -17.87  -9.40  -0.251
S  11.42  -16.59  -10.54  0.805
O  12.28  -16.82  -11.74  -0.565
C  12.28  -15.21  -9.77  -0.261
H  11.58  -18.86  -9.69  0.052
H  11.51  -17.59  -8.43  0.032
H  13.01  -17.89  -9.34  0.069
H  13.33  -15.52  -9.69  0.042
H  11.92  -14.96  -8.77  0.027
H  12.20  -14.32  -10.39  0.038
C  14.39  -3.31  -9.19  -0.257
S  12.85  -4.18  -9.47  0.814
O  11.81  -3.26  -10.03  -0.556
C  13.32  -5.17  -10.91  -0.290
H  15.11  -3.98  -8.74  0.027
H  14.19  -2.43  -8.57  0.059
H  14.84  -2.88  -10.10  0.066
H  13.25  -6.23  -10.66  0.014
H  14.34  -4.93  -11.22  0.033
H  12.73  -4.90  -11.78  0.053
C  8.36  -14.34  -9.78  -0.262
S  7.78  -14.07  -8.11  0.804
O  7.33  -12.66  -8.02  -0.543
C  6.28  -15.07  -8.23  -0.252
H  9.35  -13.89  -9.87  0.033
H  7.66  -13.99  -10.53  0.055
H  8.54  -15.41  -9.90  0.042
H  5.65  -14.71  -7.43  0.050
H  6.49  -16.14  -8.12  0.054
H  5.78  -14.96  -9.20  0.054
C  15.42  -12.42  -4.33  -0.252
S  14.82  -12.08  -5.98  0.820
O  15.78  -11.10  -6.58  -0.568
C  13.43  -11.00  -5.55  -0.241
H  16.14  -13.24  -4.40  0.053
H  14.61  -12.97  -3.82  0.051
H  15.84  -11.55  -3.83  0.063
H  13.75  -10.06  -5.11  0.067
H  12.76  -11.48  -4.83  0.054
H  12.89  -10.90  -6.49  0.011
C  15.91  -8.63  -8.47  -0.266
S  15.95  -6.92  -7.88  0.795
O  17.01  -6.95  -6.84  -0.547
C  16.74  -6.22  -9.34  -0.271
H  15.42  -8.71  -9.45  0.032
H  15.35  -9.15  -7.70  0.012
H  16.94  -8.96  -8.60  0.066
H  17.51  -6.90  -9.68  0.057
H  17.21  -5.29  -9.00  0.049
H  16.09  -5.94  -10.17  0.020
C  13.52  -14.30  -13.49  -0.243
S  11.99  -13.38  -13.72  0.827
O  12.27  -11.96  -13.30  -0.583
C  11.97  -13.33  -15.52  -0.257
H  13.41  -15.33  -13.80  0.055
H  13.73  -14.19  -12.42  0.028
H  14.33  -13.76  -13.99  0.066
H  12.54  -14.16  -15.93  0.052
H  12.48  -12.42  -15.83  0.048
H  10.94  -13.29  -15.88  0.041
C  10.46  -6.27  -6.68  -0.272
S  9.21  -5.10  -6.11  0.797
O  9.95  -4.00  -5.47  -0.542
C  8.79  -4.48  -7.74  -0.259
H  11.24  -5.73  -7.22  0.034
H  10.15  -7.10  -7.32  0.016
H  10.84  -6.77  -5.79  0.054
H  8.17  -3.60  -7.58  0.055
H  8.19  -5.23  -8.27  0.023
H  9.68  -4.24  -8.33  0.037
C  7.03  -10.49  -11.24  -0.249
S  7.23  -10.52  -13.04  0.805
O  7.28  -9.08  -13.43  -0.562
C  5.57  -11.10  -13.40  -0.260
H  6.26  -9.75  -11.04  0.056
H  7.97  -10.13  -10.81  0.017
H  6.78  -11.44  -10.77  0.052
H  4.80  -10.47  -12.96  0.063
H  5.48  -12.07  -12.91  0.052
H  5.43  -11.18  -14.48  0.051
C  10.81  -11.01  -10.76  -0.239
S  10.76  -10.46  -9.04  0.840
O  11.47  -11.53  -8.25  -0.563
C  12.04  -9.18  -9.15  -0.235
H  10.75  -10.10  -11.37  0.042
H  10.00  -11.72  -10.91  0.038
H  11.73  -11.56  -10.96  0.032
H  12.95  -9.66  -9.50  0.048
H  12.11  -8.68  -8.19  0.055
H  11.77  -8.36  -9.82  0.030
C  13.51  -9.05  -13.13  -0.240
S  14.58  -7.63  -12.79  0.816
O  15.72  -8.17  -11.98  -0.557
C  15.35  -7.44  -14.42  -0.233
H  14.15  -9.94  -13.14  0.058
H  12.95  -8.96  -14.05  0.014
H  12.87  -9.11  -12.25  0.026
H  15.86  -8.35  -14.72  0.060
H  16.07  -6.65  -14.25  0.045
H  14.58  -7.21  -15.16  0.049
C  5.86  -8.31  -8.03  -0.259
S  7.25  -7.95  -6.94  0.783
O  6.66  -7.95  -5.58  -0.543
C  8.03  -9.58  -7.19  -0.256
H  5.10  -7.53  -7.90  0.056
H  5.35  -9.25  -7.80  0.065
H  6.23  -8.35  -9.06  0.010
H  7.45  -10.28  -6.60  0.055
H  9.05  -9.46  -6.83  0.034
H  8.09  -9.68  -8.27  0.000

Summary:
- Kohn-Sham gap: 8.110 eV
- Molar mass: 1172.04 Da
- Energy above the lowest of the compared OMol25 structures with the same formula, charge and spin: 0.00 kJ/mol
- Total energy: -8297.94180 a.u.
- HOMO: -8.361 eV
- Lowest unoccupied orbital energy: -0.25 eV